[1]
Molecular formula: C6H9N2O2
Method: DFT, ωB97M-V/def2-TZVPD

XYZ file:
```
19
Properties=species:S:1:pos:R:3:forces:R:3:mulliken_charge:R:1
C -2.1774 -0.8902 3.0230 -0.008 -0.328 0.178 -1.0896
C 0.6047 -1.8573 1.0172 -0.215 -0.222 0.067 -0.2054
C -1.0917 -1.0438 2.0105 -0.607 0.617 0.125 0.5706
C -0.9263 -0.3074 0.8693 0.613 0.033 -0.046 -0.4727
N -0.1365 -2.0048 2.1033 0.295 -0.612 0.001 -0.7657
N 0.1547 -0.8633 0.2433 0.210 0.607 -0.375 0.0846
H 1.4413 -2.4785 0.7338 0.004 0.089 0.087 0.4202
H 0.6295 -0.4430 -0.5785 0.158 -0.177 -0.078 0.3523
H -1.3113 0.6309 0.5099 -0.285 -0.122 -0.076 0.3796
H -1.8166 -1.1760 4.0106 0.065 0.100 0.079 0.3093
H -3.0088 -1.5628 2.8011 -0.106 0.004 -0.025 0.2074
H -2.5709 0.1250 3.0640 0.050 0.043 -0.043 0.2883
C 1.6940 2.0382 -3.3223 -0.066 0.655 -0.339 -1.0183
C 1.1624 1.2378 -2.1430 -0.078 -0.235 0.081 0.7546
O 0.2299 1.7306 -1.4760 -0.041 -0.008 -0.011 -0.7262
O 1.7130 0.1162 -1.9555 -0.221 -0.050 0.205 -0.8671
H 1.1027 1.8621 -4.2226 -0.082 -0.351 0.007 0.2019
H 2.7252 1.7730 -3.5357 0.110 0.037 -0.030 0.2857
H 1.5820 3.1132 -3.1524 0.203 -0.082 0.193 0.2907
```
Positions in Å, forces in eV/Å.

Output
Kohn-Sham gap = 0.3180 Eh
E_LUMO = 3.856 eV
relative energy (zero: lowest compared OMol25 entry of this formula, charge and spin) = 0.025 eV
HOMO energy = -4.80 eV
charge = -1

---

[2]
Molecular formula: C4H11NO6S
Method: DFT, ωB97M-V/def2-TZVPD

XYZ file:
```
23
Properties=species:S:1:pos:R:3:forces:R:3:mulliken_charge:R:1
C -1.9005 -1.7755 0.9533 0.889 0.355 -0.060 -1.0630
C -2.3525 0.1711 -1.3500 0.116 -0.210 -4.055 -1.1144
C -1.2248 -0.4335 0.5939 -0.295 1.094 0.787 -0.0277
C 0.4215 1.8256 -0.1573 1.199 1.382 -1.036 0.8548
N -1.3924 0.4017 -0.3772 0.713 -1.595 3.058 -0.0744
O 3.2028 0.4442 1.0826 2.054 1.860 0.708 -0.4547
O 2.0753 -0.5899 -0.8110 0.697 -0.099 1.017 -0.6727
O 3.3656 -1.9471 0.9323 -0.350 0.302 -0.959 -0.5437
O 0.8442 1.6325 -1.4280 -0.679 0.545 -0.146 -0.5260
O 0.9521 1.3605 0.8259 -1.131 0.135 0.037 -0.6288
O -0.3662 2.9222 -0.0489 -0.140 0.153 -1.281 -0.4895
S 2.2125 -0.6842 0.6488 1.204 -2.461 -0.066 0.8746
H -2.3947 -1.8086 1.9840 0.171 0.446 -1.729 0.2684
H -2.4646 -2.0972 0.0693 -0.453 -0.225 0.799 0.3459
H -1.0802 -2.5115 1.0833 -0.230 0.370 -0.232 0.2380
H -3.1265 -0.5294 -1.1138 -0.627 -0.386 0.323 0.3801
H -2.8189 1.1036 -1.7695 0.473 -0.645 0.702 0.2403
H -1.7891 -0.2747 -2.2643 -0.966 0.639 1.174 0.3227
H -0.5101 -0.0484 1.3544 -0.336 -0.612 -0.582 0.6117
H 4.1255 -2.0312 0.2827 -1.443 0.626 0.745 0.3308
H 1.4546 0.8716 -1.5666 -0.437 0.172 0.987 0.4281
H 3.3867 0.7274 2.0259 -0.961 -1.022 -1.483 0.3612
H -0.6203 3.2708 -0.9498 0.533 -0.825 1.292 0.3382
```
Positions in Å, forces in eV/Å.

Output
Kohn-Sham gap = 0.3751 Eh
E_LUMO = 0.573 eV
relative energy (zero: lowest compared OMol25 entry of this formula, charge and spin) = 0.360 eV
HOMO energy = -9.63 eV

---

[3]
Molecular formula: C34H66N12O4S3SeV
Method: DFT, ωB97M-V/def2-TZVPD

XYZ file:
```
121
Properties=species:S:1:pos:R:3:forces:R:3:mulliken_charge:R:1
V -0.8078 0.3630 -0.2860 1.581 1.420 -0.156 1.8859
C 3.6848 1.1709 -2.6659 0.185 -0.025 -0.104 -0.9621
N 2.5957 2.0194 -2.2333 -0.089 -0.233 -0.037 0.2473
C 2.7966 2.5502 -0.9033 -0.095 0.051 0.200 -1.2632
C 1.3524 1.8746 -2.7689 0.147 0.399 -0.563 -0.0934
N 0.2978 1.7827 -2.0287 -0.465 -0.651 0.526 -0.1877
C -0.9976 2.1213 -2.5600 -0.177 0.574 -0.286 -0.2587
C -1.7921 2.9606 -1.5390 0.146 0.139 -0.755 -1.9638
N -1.9830 2.3046 -0.2382 -0.040 -0.148 -0.030 1.8744
C -1.6459 3.1955 0.8811 0.385 0.204 0.475 -0.3414
C -0.1751 3.6491 0.7985 -0.193 -0.056 0.030 0.2603
N 0.7127 3.4018 1.8863 0.194 -0.043 0.096 -0.0052
C 0.4761 3.3441 3.1303 -0.349 0.355 -0.594 -0.0365
N 1.5592 3.2783 3.9681 0.104 0.217 0.379 0.0478
C 1.4976 2.5272 5.1991 -0.131 -0.041 0.084 -0.8533
C 2.8452 3.1747 3.3032 0.165 -0.018 -0.198 -0.9702
N -0.8386 3.4840 3.6920 0.334 -0.125 0.250 0.5953
C -1.0413 4.7000 4.4443 0.001 0.106 0.031 -1.0331
C -1.4381 2.3042 4.2786 -0.123 -0.012 -0.037 -1.2463
C -3.3461 1.8049 -0.0926 -0.737 -0.230 -0.055 -1.9313
C -3.4584 0.3707 -0.6139 -0.749 0.581 0.056 -0.3099
N -2.5622 -0.4213 0.1926 -0.627 -0.615 0.222 0.4652
C -3.0187 -1.4979 0.7690 -0.945 -0.441 0.683 -0.1943
N -4.2311 -2.0640 0.3637 0.667 -0.163 0.277 0.6178
C -5.1606 -2.5501 1.3533 -0.169 0.010 0.078 -1.2370
C -4.4286 -2.5800 -0.9684 -0.082 0.127 -0.239 -0.7820
N -2.4961 -1.9990 1.9123 0.021 0.281 -0.815 0.3491
C -2.3673 -3.4266 2.1079 -0.001 -0.399 0.185 -1.0405
C -1.6469 -1.2100 2.7680 0.278 0.247 0.213 -1.0242
N 1.3105 2.0015 -4.1628 0.193 -0.197 0.321 0.5382
C 0.5480 1.1129 -5.0070 -0.181 -0.032 0.046 -0.8106
C 2.3197 2.7426 -4.8847 0.047 0.184 -0.059 -1.2483
H 3.8712 0.4124 -1.8993 0.085 -0.027 -0.100 0.0776
H 4.5864 1.7730 -2.8039 0.063 -0.049 -0.047 0.3249
H 3.4513 0.6683 -3.6014 -0.039 -0.018 -0.029 0.3356
H 2.6673 1.8041 -0.1137 0.008 0.132 -0.024 0.1059
H 2.1078 3.3693 -0.7307 -0.047 0.055 0.088 0.3818
H 3.8141 2.9375 -0.8698 0.057 0.080 0.043 0.4661
H -1.5732 1.2179 -2.8190 0.056 0.118 -0.032 -0.1227
H -0.9042 2.7231 -3.4773 -0.166 -0.090 0.046 0.8316
H -2.7632 3.2123 -1.9947 0.145 -0.029 0.159 0.2891
H -1.2591 3.9020 -1.3890 -0.010 -0.095 -0.023 0.3428
H -1.7674 2.6269 1.8019 -0.191 0.102 -0.219 -0.2579
H -2.3273 4.0627 0.9041 -0.014 -0.182 0.034 0.3576
H -0.1149 4.7232 0.5634 -0.040 -0.162 -0.145 0.1706
H 0.2734 3.0836 -0.0268 -0.182 0.297 -0.040 -1.3293
H 0.6256 2.7949 5.7862 -0.076 0.027 0.046 0.3011
H 2.3781 2.7590 5.7952 0.042 -0.016 -0.003 0.4189
H 1.4839 1.4504 5.0041 0.031 -0.135 0.102 0.0143
H 3.0245 2.1583 2.9195 0.044 0.267 0.102 0.4568
H 3.6333 3.4455 4.0064 0.012 -0.043 0.119 0.4280
H 2.8432 3.8653 2.4648 0.180 0.037 0.029 0.3418
H -0.6317 5.5306 3.8715 -0.016 0.109 0.070 0.3077
H -0.5699 4.7000 5.4404 -0.039 -0.032 -0.062 0.2765
H -2.1152 4.8613 4.5710 0.028 0.036 0.029 0.3672
H -2.5147 2.3106 4.0732 -0.019 -0.111 -0.010 0.3224
H -1.3183 2.2320 5.3689 0.044 -0.005 -0.082 0.4643
H -0.9929 1.4217 3.8200 -0.074 -0.085 0.059 0.3822
H -4.0813 2.4567 -0.5943 0.176 -0.039 0.088 0.3872
H -3.6032 1.7853 0.9725 0.082 -0.016 -0.146 0.3954
H -3.1924 0.3266 -1.6801 -0.098 -0.015 0.016 -0.1772
H -4.5032 0.0429 -0.5142 0.223 0.012 -0.153 0.7511
H -4.9008 -2.1290 2.3210 -0.072 -0.074 0.038 0.3588
H -5.1806 -3.6419 1.4281 0.053 -0.041 0.025 0.3429
H -6.1670 -2.2138 1.0842 0.000 -0.050 0.010 0.3404
H -3.6553 -2.2040 -1.6351 -0.033 -0.022 -0.025 0.0565
H -5.4107 -2.2749 -1.3466 0.064 -0.008 -0.046 0.2912
H -4.3853 -3.6781 -0.9827 0.050 0.102 0.005 0.3076
H -1.3047 -3.6841 2.0865 -0.126 0.037 0.009 0.2206
H -2.8578 -3.9748 1.3081 -0.077 0.006 -0.034 0.3003
H -2.7966 -3.7228 3.0700 -0.045 0.001 -0.042 0.3335
H -0.6042 -1.5182 2.6701 -0.072 0.069 -0.027 0.3320
H -1.9731 -1.3464 3.8024 -0.062 0.019 0.055 0.5765
H -1.7244 -0.1629 2.4771 0.009 -0.106 0.131 -0.2930
H -0.0850 0.4673 -4.4044 -0.046 0.053 -0.049 0.0589
H 1.2202 0.4806 -5.6016 -0.036 0.002 0.039 0.3202
H -0.0795 1.6830 -5.7015 -0.007 -0.069 0.028 0.2795
H 2.8266 3.4332 -4.2169 0.021 -0.014 0.002 0.3676
H 1.8310 3.3206 -5.6760 0.035 -0.036 0.015 0.3562
H 3.0668 2.0940 -5.3599 -0.026 0.005 0.050 0.3570
C 5.7340 1.6957 0.9614 0.208 0.311 -0.007 -0.9109
N 5.2216 0.4500 1.4470 -0.337 -0.414 0.173 0.6026
C 5.7819 -0.7682 1.1508 0.091 -0.617 0.058 -0.7024
C 5.0722 -1.6891 1.8427 0.479 -0.017 -0.348 -0.5151
N 4.1183 -1.0020 2.5402 0.291 0.454 -0.322 0.5992
C 3.1567 -1.6203 3.4067 -0.342 -0.313 0.429 -0.7583
C 4.1694 0.3253 2.2968 0.125 0.496 0.434 -1.0733
Se 1.0665 0.1776 1.1824 -0.493 0.994 0.569 0.4066
H 6.7251 1.8981 1.3854 -0.147 0.030 -0.035 0.3745
H 5.0447 2.4825 1.2621 0.056 0.004 -0.048 0.1858
H 5.8299 1.6765 -0.1277 -0.065 0.043 0.031 0.2543
H 6.6099 -0.8795 0.4799 0.142 -0.069 -0.124 0.5084
H 5.1438 -2.7558 1.8643 0.006 -0.250 -0.028 0.4955
H 3.6246 -1.9133 4.3522 -0.037 0.113 -0.006 0.3417
H 2.7504 -2.5048 2.9127 -0.023 0.188 0.136 0.2981
H 2.3594 -0.8978 3.5832 0.098 -0.116 0.059 0.0731
C -2.9415 -7.0063 -3.4255 -0.028 -0.014 0.025 -1.4807
C -2.4277 -5.6140 -3.2128 -0.022 0.009 0.028 1.1890
C -2.5270 -4.6552 -4.2154 0.070 -0.008 0.028 -1.0825
C -1.9895 -3.3928 -4.0313 0.125 0.174 0.078 -0.7354
C -1.3577 -3.0905 -2.8366 -0.018 0.470 -0.053 0.1969
C -1.3075 -4.0020 -1.7971 0.097 0.068 0.131 0.2256
C -1.8309 -5.2658 -2.0020 -0.026 0.067 -0.147 -1.5004
S -0.5616 -1.4767 -2.6458 0.155 -1.229 -1.978 0.6758
C 1.0230 -1.9704 -3.4016 -0.243 0.195 0.232 -0.8563
O -0.2472 -1.3526 -1.2095 -0.509 0.207 0.359 0.2074
H -3.4387 -7.1038 -4.3874 -0.026 -0.026 -0.058 0.3735
H -3.6495 -7.2762 -2.6447 -0.074 -0.078 0.056 0.3360
H -2.1226 -7.7240 -3.3874 0.024 -0.055 -0.012 0.3195
H -3.0027 -4.8980 -5.1553 -0.056 -0.063 -0.048 0.3508
H -2.0440 -2.6500 -4.8155 -0.038 0.053 -0.127 0.5018
H -0.8238 -3.7204 -0.8713 -0.081 -0.054 0.036 0.2737
H -1.7434 -6.0047 -1.2181 -0.036 -0.077 0.098 0.4716
H 1.4064 -2.7746 -2.7692 -0.069 0.080 -0.101 0.5331
H 0.8656 -2.2826 -4.4265 -0.156 0.031 -0.225 0.5206
H 1.6882 -1.1146 -3.3369 0.021 0.175 -0.043 -0.0601
O 0.1500 -2.6199 0.8443 0.005 -0.547 0.055 -0.6456
S 1.4538 -2.8305 0.2289 0.702 -1.012 0.724 0.7988
O 1.4186 -3.5289 -1.0499 0.001 -0.216 -0.132 -0.7815
O 2.3956 -3.4396 1.1470 0.224 -0.263 0.120 -0.8907
S 2.2971 -0.9565 -0.1879 0.717 -0.187 -0.336 -0.5273
```
Positions in Å, forces in eV/Å.

Output
Kohn-Sham gap (alpha / beta) = 0.2261 / 0.2044 Eh
E_LUMO (alpha / beta) = 0.130 / 0.128 eV
relative energy (zero: lowest compared OMol25 entry of this formula, charge and spin) = 2.886 eV
<S²> = 0.76
HOMO energy (alpha / beta) = -6.02 / -5.44 eV
multiplicity = 2

---

[4]
Molecular formula: C8H11NSe2
Method: DFT, ωB97M-V/def2-TZVPD

XYZ file:
```
22
Properties=species:S:1:pos:R:3:forces:R:3:mulliken_charge:R:1
C 2.5095 1.5032 -0.7014 -0.041 0.925 0.292 -0.4133
C 2.5997 0.2840 -0.0159 -0.117 -0.172 -1.688 -0.7569
C 1.3393 2.2914 -0.6745 -0.012 -2.428 1.672 -0.6404
C 1.4573 -0.3392 0.4889 0.883 1.000 1.129 -0.3798
C 0.2360 1.7596 0.0197 0.461 -0.952 -1.811 -0.1328
C 0.2616 0.4265 0.5123 0.416 0.223 0.299 0.9106
C -0.9042 -1.3695 1.4759 -2.864 -1.289 -1.301 -0.7686
C -2.3747 0.2042 -0.6844 1.267 1.844 3.650 -0.5398
N -0.9066 -0.0614 1.0523 -0.042 0.219 -0.836 -0.5585
Se -0.8247 -2.7953 -0.1984 1.268 0.510 0.817 -0.2456
Se -3.8348 -0.8603 -0.4875 -0.066 -0.429 -0.338 0.0459
H 3.3830 1.8892 -1.2229 -0.076 -0.097 0.159 0.3410
H 3.5492 -0.2601 -0.1477 -0.524 0.201 0.543 0.3072
H 1.2688 3.2593 -1.0844 0.102 0.863 -0.683 0.4560
H 1.6178 -1.2599 1.0892 -0.541 0.638 -0.725 0.3718
H -0.7527 2.1574 -0.2097 0.467 0.614 0.807 0.2285
H -1.9610 -1.5692 1.7229 0.487 -0.379 0.332 0.3532
H -0.2616 -1.8685 2.2044 0.342 0.764 -0.159 0.3667
H -1.6074 -0.0916 -1.2991 1.478 -0.980 -1.619 0.5333
H -2.1427 1.2559 -0.2942 -1.862 -1.736 -0.781 0.2293
H 0.6421 -2.4859 -0.2996 -0.834 -0.400 -0.266 0.1651
H -3.2940 -2.0699 -1.2460 -0.192 1.059 0.505 0.1272
```
Positions in Å, forces in eV/Å.

Output
Kohn-Sham gap (alpha / beta) = 0.2416 / 0.2416 Eh
E_LUMO (alpha / beta) = -0.781 / -0.782 eV
HOMO energy (alpha / beta) = -7.36 / -7.36 eV

---

Number 1: calculated total energy -13445.7388 eV. Number 2: calculated total energy -28934.9779 eV. Number 3: calculated total energy -185935.8807 eV. Number 4: calculated total energy -140652.3307 eV.